1.
Below is 8 unconnected molecules or ions with the total composition ClH14O7, with properties calculated with ωB97M-V with the def2-TZVPD basis set.

Output
**Highest occupied orbital energy**: -6.70 eV
**2S+1**: 1
**Frontier orbital gap**: 10.00 eV
**E_LUMO**: 3.29 eV
**Net charge**: -1
**ΔE to the lowest compared entry with this formula, charge and spin**: 0.453 eV

```
22
ClH14O7 (ωB97M-V with the def2-TZVPD basis set)
Cl -13.232 0.590 5.394
O -13.088 3.038 7.709
H -12.991 3.632 6.959
H -13.233 2.168 7.299
O -13.655 3.177 2.746
H -13.653 2.389 3.314
H -14.161 2.911 1.972
O -11.391 -0.085 8.384
H -12.016 0.383 8.948
H -11.899 -0.293 7.585
O -12.582 -2.666 5.044
H -12.459 -3.010 5.933
H -12.744 -1.710 5.171
O -16.471 -0.380 5.327
H -15.653 -0.223 5.824
H -16.173 -0.442 4.415
O -15.704 2.649 5.050
H -15.081 1.899 5.185
H -15.138 3.428 5.027
O -10.308 -0.040 4.093
H -11.061 0.550 4.280
H -10.327 -0.163 3.139
```

2.
Below is a molecular structure, C6H6O, with properties calculated with ωB97M-V with the def2-TZVPD basis set.

Output
**Highest occupied orbital energy**: -8.89 eV
**2S+1**: 1
**Frontier orbital gap**: 9.93 eV
**E_LUMO**: 1.04 eV
**Net charge**: 0
**ΔE to the lowest compared entry with this formula, charge and spin**: 4.202 eV

```
13
C6H6O (ωB97M-V with the def2-TZVPD basis set)
C 0.390 -1.471 -2.171
C 0.129 -0.615 -1.372
C -0.124 0.249 -0.286
C 0.895 1.144 0.388
C 0.545 -0.158 1.000
O -0.657 -0.168 1.740
C -1.400 0.257 0.570
H 0.617 -2.248 -2.839
H 0.531 2.025 0.903
H 1.856 1.227 -0.110
H 1.240 -0.977 1.146
H -2.140 -0.499 0.288
H -1.881 1.233 0.742
```

3.
Below is a molecular structure, C25H37ClCoN5O5S4SeSi, with properties calculated with ωB97M-V with the def2-TZVPD basis set.

Output
**Highest occupied orbital energy (alpha / beta)**: -2.18 / -2.21 eV
**2S+1**: 5
**Frontier orbital gap (alpha / beta)**: 5.58 / 5.38 eV
**E_LUMO (alpha / beta)**: 3.39 / 3.18 eV
**Net charge**: -2
**ΔE to the lowest compared entry with this formula, charge and spin**: 0.000 eV

```
80
C25H37ClCoN5O5S4SeSi (ωB97M-V with the def2-TZVPD basis set)
Co 1.819 2.319 -1.588
S 2.797 3.797 0.298
S 2.209 3.263 2.090
S 0.101 3.465 2.139
S -0.465 4.106 0.392
C 2.039 5.848 -2.833
C 1.132 4.879 -3.533
C 0.491 5.206 -4.714
C -0.304 4.231 -5.317
C -0.444 2.991 -4.750
C 0.220 2.719 -3.527
N 0.970 3.694 -2.954
N 0.240 1.567 -2.828
Si -0.654 0.175 -3.183
C -0.597 -0.404 -4.971
C 0.023 -1.250 -2.172
C -2.466 0.474 -2.757
H 2.480 6.546 -3.543
H 2.837 5.311 -2.322
H 1.482 6.413 -2.080
H 0.650 6.172 -5.173
H -0.784 4.443 -6.267
H -1.007 2.213 -5.242
H 0.379 -0.167 -5.404
H -1.365 0.065 -5.593
H -0.739 -1.487 -5.020
H 1.114 -1.199 -2.191
H -0.283 -2.207 -2.604
H -0.306 -1.242 -1.127
H -2.755 1.440 -3.180
H -2.602 0.547 -1.674
H -3.151 -0.283 -3.150
C 1.369 -2.382 5.259
C -0.025 -1.812 4.948
C -1.043 -2.879 5.368
C -0.249 -0.577 5.829
C -0.141 -1.462 3.421
O 0.258 -2.620 2.701
C -1.547 -1.046 2.941
C -2.628 -2.124 2.737
C -2.509 -2.982 1.498
C -2.959 -2.516 0.269
C -2.916 -3.313 -0.867
C -2.415 -4.596 -0.765
Cl -2.351 -5.608 -2.187
C -1.949 -5.088 0.442
C -2.005 -4.278 1.564
C 0.823 -0.283 3.150
N 1.297 -0.181 1.780
C 0.842 0.606 0.794
N 1.754 0.725 -0.137
C 2.794 -0.018 0.320
N 2.578 -0.573 1.488
H 1.388 -2.722 6.296
H 2.166 -1.647 5.147
H 1.599 -3.226 4.611
H -0.788 -3.240 6.367
H -1.029 -3.732 4.689
H -2.056 -2.480 5.417
H -0.212 -0.880 6.879
H -1.223 -0.117 5.658
H 0.516 0.186 5.685
H 0.777 -2.357 1.930
H -1.424 -0.538 1.980
H -1.931 -0.286 3.627
H -3.584 -1.596 2.675
H -2.699 -2.780 3.598
H -3.345 -1.507 0.181
H -3.249 -2.932 -1.821
H -1.544 -6.089 0.497
H -1.624 -4.652 2.506
H 1.726 -0.385 3.740
H 0.352 0.665 3.411
H -0.118 1.102 0.790
H 3.717 -0.105 -0.229
O 4.205 0.120 -4.235
Se 4.137 1.733 -3.954
O 3.101 2.515 -4.955
O 3.491 1.879 -2.385
O 5.613 2.433 -3.881
```

4.
Below is a molecular structure, C21H45CaN7O9SSi3, with properties calculated with ωB97M-V with the def2-TZVPD basis set.

Output
**Highest occupied orbital energy**: -7.99 eV
**2S+1**: 1
**Frontier orbital gap**: 6.81 eV
**E_LUMO**: -1.19 eV
**Net charge**: 0
**ΔE to the lowest compared entry with this formula, charge and spin**: 1.111 eV

```
87
C21H45CaN7O9SSi3 (ωB97M-V with the def2-TZVPD basis set)
Ca 0.242 -0.257 0.341
C -0.134 2.117 -2.437
O 0.554 1.023 -1.822
Si 1.927 0.048 -2.472
C 1.063 -0.921 -3.817
C 2.987 1.309 -3.464
C 2.485 -0.800 -1.031
Si 3.816 0.021 -0.063
C 3.492 -0.180 1.833
C 4.088 1.938 -0.292
C 5.601 -0.737 -0.348
Si 2.813 -2.591 -1.122
C 4.178 -3.108 -2.335
C 3.418 -3.438 0.563
C 1.322 -3.571 -1.541
H -0.967 2.555 -1.845
H -0.540 1.777 -3.374
H 0.454 3.019 -2.711
H 0.566 -0.238 -4.488
H 0.306 -1.549 -3.297
H 1.671 -1.524 -4.533
H 2.460 1.694 -4.357
H 3.942 0.819 -3.883
H 3.308 2.128 -2.800
H 2.641 0.451 2.158
H 4.443 0.225 2.323
H 3.369 -1.222 2.181
H 3.307 2.709 -0.010
H 4.372 2.172 -1.296
H 5.002 2.271 0.234
H 5.639 -1.680 0.146
H 6.429 -0.165 0.091
H 5.960 -0.800 -1.370
H 4.718 -4.043 -2.117
H 4.898 -2.343 -2.538
H 3.698 -3.208 -3.313
H 4.259 -2.776 0.962
H 3.621 -4.485 0.388
H 2.612 -3.289 1.271
H 0.709 -3.245 -2.416
H 0.608 -3.459 -0.664
H 1.465 -4.618 -1.680
N 0.310 -2.235 2.315
N -0.688 -1.706 3.214
C -1.623 -2.601 3.698
N -2.693 -2.001 4.228
S -1.329 -4.219 3.676
H -0.120 -3.119 2.048
H 1.078 -2.461 2.886
H -1.105 -0.792 2.975
H -2.800 -0.969 4.184
H -3.453 -2.537 4.538
O -1.665 0.942 0.818
C -2.475 0.965 1.792
O -2.311 0.615 2.971
C -3.813 1.605 1.466
C -4.663 2.010 2.461
C -5.894 2.425 2.138
C -6.351 2.476 0.833
C -5.510 2.107 -0.158
C -4.236 1.612 0.129
N -5.928 2.057 -1.550
O -6.926 2.631 -1.843
O -5.249 1.422 -2.331
N -6.769 2.988 3.166
O -7.586 3.781 2.820
O -6.571 2.588 4.340
H -4.392 1.940 3.539
H -7.336 2.840 0.552
H -3.672 1.267 -0.697
N -2.700 -0.817 -2.038
C -2.301 -1.808 -1.212
N -3.066 -2.931 -1.237
O -1.240 -1.830 -0.588
H -3.582 -0.592 -2.324
H -2.017 -0.038 -2.165
H -3.879 -2.924 -1.820
H -2.926 -3.683 -0.538
C 0.581 4.034 1.276
C 1.170 2.778 1.874
O 1.159 1.718 0.949
H 0.658 4.791 2.022
H -0.480 3.944 0.948
H 1.147 4.320 0.401
H 0.494 2.470 2.715
H 2.179 2.875 2.235
H 1.767 2.030 0.237
```

5.
Below is a single H3N2O2P molecule, with properties calculated with ωB97M-V with the def2-TZVPD basis set.

Output
**Highest occupied orbital energy**: -10.37 eV
**2S+1**: 1
**Frontier orbital gap**: 9.92 eV
**E_LUMO**: -0.45 eV
**SMILES**: NP[N+](=O)[O-]
**Net charge**: 0
**ΔE to the lowest compared entry with this formula, charge and spin**: 4.096 eV

```
8
H3N2O2P (ωB97M-V with the def2-TZVPD basis set)
N -1.444 0.111 0.359
P 0.353 -0.472 0.920
N 1.080 0.113 -0.605
O 1.094 1.286 -0.939
O 1.604 -0.734 -1.271
H -0.960 0.882 -0.170
H -1.804 0.619 1.167
H 0.076 -1.805 0.541
```

6.
Below is a single C22H28N4O5 molecule, with properties calculated with ωB97M-V with the def2-TZVPD basis set.

Output
**Highest occupied orbital energy**: -8.75 eV
**2S+1**: 1
**Frontier orbital gap**: 9.40 eV
**E_LUMO**: 0.66 eV
**SMILES**: CCOc1ccccc1N(CC(=O)NCCOC)C(=O)CCC(=O)Nc1ccccn1
**Net charge**: 0
**ΔE to the lowest compared entry with this formula, charge and spin**: 0.000 eV

```
59
C22H28N4O5 (ωB97M-V with the def2-TZVPD basis set)
C -2.694 -3.387 0.461
C -1.944 -2.607 1.535
O -1.003 -1.699 0.990
C 0.199 -2.134 0.511
C 0.669 -3.439 0.550
C 1.915 -3.743 0.026
C 2.706 -2.759 -0.537
C 2.252 -1.451 -0.573
C 1.004 -1.136 -0.063
N 0.544 0.207 -0.057
C 0.560 0.879 1.236
C 1.949 1.470 1.495
O 2.732 0.992 2.292
N 2.194 2.557 0.741
C 3.515 3.114 0.610
C 4.204 2.613 -0.673
O 4.303 1.215 -0.767
C 5.166 0.617 0.181
C 0.274 0.928 -1.169
O 0.111 2.138 -1.117
C 0.119 0.161 -2.468
C -1.121 -0.747 -2.461
C -2.352 0.068 -2.087
O -3.056 0.600 -2.915
N -2.554 0.129 -0.741
C -3.504 0.853 -0.035
C -4.420 1.725 -0.623
C -5.301 2.390 0.208
C -5.250 2.168 1.578
C -4.304 1.278 2.056
N -3.452 0.634 1.277
H -2.012 -3.979 -0.147
H -3.233 -2.702 -0.190
H -3.410 -4.055 0.932
H -1.456 -3.283 2.246
H -2.639 -1.962 2.079
H 0.077 -4.226 0.991
H 2.266 -4.763 0.065
H 3.677 -3.003 -0.937
H 2.865 -0.660 -0.978
H 0.323 0.152 2.013
H -0.194 1.670 1.222
H 1.504 2.803 0.036
H 3.453 4.205 0.572
H 4.086 2.815 1.492
H 3.612 2.911 -1.543
H 5.202 3.073 -0.741
H 4.709 0.579 1.175
H 6.119 1.156 0.234
H 5.345 -0.399 -0.166
H 0.011 0.904 -3.260
H 1.009 -0.438 -2.663
H -0.982 -1.578 -1.770
H -1.268 -1.143 -3.467
H -1.939 -0.393 -0.120
H -4.423 1.867 -1.690
H -6.023 3.077 -0.210
H -5.924 2.672 2.252
H -4.215 1.065 3.113
```